[1]
A cluster of 4 separate species, C3H16NO3S in total at a distorted geometry. Source: the OMol25 dataset; level of theory: the ωB97M-V functional and the def2-TZVPD basis.

Structure (XYZ):
```
24
C3H16NO3S (the ωB97M-V functional and the def2-TZVPD basis)
C 1.23526 0.85771 -0.26704
C 0.91415 2.27071 0.14077
C 0.71773 2.49496 1.64418
S -1.11356 2.17313 1.93520
N 0.00656 0.17058 -0.89795
H 2.03218 0.80703 -1.01323
H 1.44769 0.26020 0.60954
H 0.12873 2.64360 -0.51567
H 1.75620 2.89358 -0.17965
H 0.98292 3.51424 1.95720
H 1.15429 1.68449 2.27885
H -1.13800 2.31133 3.24589
H 0.05543 -0.81622 -0.53674
H -0.88341 0.66038 -0.82805
H 0.03861 0.12216 -1.93033
H -1.12609 -2.63678 0.16641
H -0.66842 -2.83229 -1.36942
O -0.51251 -2.39839 -0.53266
H 0.26025 -1.55426 -3.85235
H 0.11360 -0.02695 -4.41297
O 0.26505 -0.60892 -3.67116
H -1.52657 -3.66112 3.28115
H -2.19421 -4.63580 2.34738
O -1.94590 -3.69340 2.40065
```

Summary:
electronic energy = -21832.2119 eV
relative energy (zero: lowest compared OMol25 entry of this formula, charge and spin) = 83.8 kJ/mol
net charge = +1

These are the Mulliken partial charges, in e, on atoms 1 to 6: number 1, C, carries -0.27; number 2, C, carries -1.01; number 3, C, carries -0.55; number 4, S, carries -0.26; number 5, N, carries -0.17; number 6, H, carries 0.33

---

[2]
An isolated molecule of C3H5N3. Source: the OMol25 dataset; level of theory: the ωB97M-V functional and the def2-TZVPD basis.

Structure (XYZ):
```
11
C3H5N3 (the ωB97M-V functional and the def2-TZVPD basis)
N 2.15425 -0.41256 -0.05775
C 0.85201 -0.03025 -0.01249
C 0.30622 1.29106 -0.03398
N -2.30673 -0.20111 -0.65030
C -1.43339 -0.32867 0.26367
N -0.14481 -0.85103 0.01980
H 2.33550 -1.36146 0.24044
H 2.84918 0.26813 0.20637
H 0.17671 1.62789 -1.07624
H -3.17500 0.12908 -0.22866
H -1.61393 -0.13109 1.32914
```

Summary:
electronic energy = -7657.8364 eV
relative energy (zero: lowest compared OMol25 entry of this formula, charge and spin) = 445.7 kJ/mol

These are the Mulliken partial charges, in e, on atoms 1 to 6: number 1, N, carries -0.43; number 2, C, carries 0.63; number 3, C, carries -0.44; number 4, N, carries -0.64; number 5, C, carries 0.04; number 6, N, carries -0.57

---

[3]
A structure of composition C6H9NO at a distorted geometry. Source: the OMol25 dataset; level of theory: the ωB97M-V functional and the def2-TZVPD basis.

Structure (XYZ):
```
17
C6H9NO (the ωB97M-V functional and the def2-TZVPD basis)
C 0.22201 -1.77851 -0.37553
C -0.05698 0.56540 -1.07186
C -0.02145 2.12426 -0.92976
C -0.07153 1.27852 0.33613
C -0.69776 0.02870 0.77655
C 0.32117 -0.91090 0.90586
H 1.21490 -2.42816 -0.33637
H -0.75973 -2.26965 -0.46099
H 1.58538 -0.45128 -1.16771
H -0.94860 0.44151 -1.44753
H -1.16604 2.33857 -1.34368
H 0.92862 2.64905 -1.11894
H 0.87020 1.38573 0.84768
H -1.61005 -0.04408 0.33992
H 1.34858 -0.37578 1.14290
N 0.67648 -0.62883 -1.47583
O -0.54643 -0.58611 2.00339
```

Summary:
electronic energy = -9896.8226 eV
relative energy (zero: lowest compared OMol25 entry of this formula, charge and spin) = 847.3 kJ/mol

These are the Mulliken partial charges, in e, on atoms 1 to 6: number 1, C, carries -0.48; number 2, C, carries -0.39; number 3, C, carries -0.55; number 4, C, carries -0.31; number 5, C, carries 0.02; number 6, C, carries -0.14

---

[4]
A structure of composition C33H33N5O2STi at a distorted geometry. Source: the OMol25 dataset; level of theory: the ωB97M-V functional and the def2-TZVPD basis.

Structure (XYZ):
```
75
C33H33N5O2STi (the ωB97M-V functional and the def2-TZVPD basis)
Ti -0.40261 -0.60154 -0.39325
O 1.51927 -3.85129 -1.74718
C 1.01867 -2.92600 -1.10342
N 0.16639 -2.00434 -1.55892
C -0.34993 -2.10393 -2.89959
C -1.77270 -1.62798 -2.80887
C -2.79191 -2.12353 -3.58427
C -4.10077 -1.65599 -3.39182
C -4.30766 -0.71795 -2.38283
C -3.23938 -0.26519 -1.64648
N -1.95086 -0.67718 -1.84681
C 1.25145 -2.72219 0.35137
C 2.00605 -3.59309 1.11943
C 2.13456 -3.37159 2.48055
C 1.46903 -2.26903 3.03379
C 0.73324 -1.44569 2.21507
N 0.61439 -1.64187 0.88956
H -0.27602 -3.13440 -3.27936
H 0.21164 -1.45018 -3.59524
H -2.58472 -2.86318 -4.34409
H -4.91533 -2.02030 -3.99350
H -5.29559 -0.32615 -2.17726
H -3.40102 0.47425 -0.86807
H 2.47712 -4.42855 0.62505
H 2.73150 -4.02820 3.09247
H 1.55644 -2.05055 4.08573
H 0.23414 -0.56545 2.61704
N -1.31207 1.95734 -1.32963
C -1.61711 3.25895 -1.13776
C -1.60601 3.47126 0.22081
C -1.28607 2.23135 0.78406
N -1.11750 1.31205 -0.16665
H -1.21142 1.44328 -2.19863
H -1.81912 3.92229 -1.95277
H -1.79101 4.38935 0.73942
H -1.14117 1.99293 1.82236
C 5.27457 2.83126 -3.35737
C 5.21990 2.39303 -2.04524
C 4.13846 1.66342 -1.59034
C 3.07177 1.36163 -2.43901
C 3.16120 1.78124 -3.76940
C 4.24071 2.51316 -4.22209
C 1.88302 0.60907 -2.02643
C 1.37264 0.48267 -0.79178
C 1.87362 1.26971 0.33600
C 2.55162 0.74274 1.44461
C 2.87603 1.54839 2.52005
C 2.53679 2.89228 2.53223
C 1.92064 3.44538 1.42101
C 1.61547 2.65066 0.33474
H 6.11733 3.41206 -3.70186
H 6.02708 2.62156 -1.36447
H 4.12752 1.31129 -0.57169
H 2.36461 1.52676 -4.45701
H 4.28052 2.83627 -5.25326
H 1.38146 0.11868 -2.86331
H 2.88139 -0.28805 1.43263
H 3.41413 1.12680 3.35758
H 2.77756 3.50066 3.39189
H 1.70026 4.50437 1.39651
H 1.19922 3.09726 -0.56022
O -1.99100 -1.19235 1.03448
S -3.30796 -0.81625 1.61153
C -2.91593 -0.12204 3.29643
C -3.05321 -1.24520 4.30863
C -4.22712 -2.09323 3.82859
C -3.95453 -2.38451 2.36670
H -3.63741 0.67328 3.47095
H -1.91302 0.29828 3.25147
H -3.22219 -0.85321 5.31308
H -2.13885 -1.84301 4.31880
H -5.15550 -1.52515 3.92169
H -4.32701 -3.01453 4.40338
H -4.83757 -2.70459 1.82060
H -3.16009 -3.11750 2.22956
```

Summary:
electronic energy = -80251.4458 eV
relative energy (zero: lowest compared OMol25 entry of this formula, charge and spin) = 140.9 kJ/mol
spin multiplicity = 3

These are the Mulliken partial charges, in e, on atoms 1 to 6: number 1, Ti, carries -1.11; number 2, O, carries -0.81; number 3, C, carries 0.07; number 4, N, carries 0.30; number 5, C, carries -0.74; number 6, C, carries 0.33

---

[5]
A structure of composition C35H30HfN6O6Te. Source: the OMol25 dataset; level of theory: the ωB97M-V functional and the def2-TZVPD basis.

Structure (XYZ):
```
79
C35H30HfN6O6Te (the ωB97M-V functional and the def2-TZVPD basis)
Hf -0.38856 -0.40052 0.36800
O 3.37053 -2.45920 0.42873
C 2.58707 -1.53624 0.48562
N 1.43941 -1.46911 1.26092
C 1.49239 -2.26974 2.39174
O 2.48409 -2.73260 2.90972
C 0.16913 -2.51232 3.05334
C 0.00248 -3.63199 3.86141
C -1.21838 -3.81019 4.48029
C -2.20778 -2.85189 4.29842
C -1.94279 -1.77010 3.47964
N -0.77488 -1.60489 2.85388
C 2.80317 -0.34246 -0.39289
C 3.90818 -0.30238 -1.22274
C 4.06801 0.79006 -2.05960
C 3.11817 1.79646 -2.02434
C 2.04274 1.66910 -1.16162
N 1.87318 0.62139 -0.34707
H 0.82807 -4.31886 3.97690
H -1.40058 -4.67612 5.10351
H -3.17258 -2.94047 4.77736
H -2.69159 -1.00688 3.30806
H 4.60025 -1.13051 -1.19743
H 4.91609 0.85382 -2.72883
H 3.18153 2.67410 -2.65236
H 1.28255 2.43519 -1.11269
O -4.47459 -0.64432 0.86947
C -3.29991 -0.91558 0.84593
O -2.30556 -0.11523 1.10367
C -2.85050 -2.34106 0.56489
C -3.80282 -3.37122 0.65577
C -3.36649 -4.65688 0.56345
C -1.99522 -4.91511 0.34209
C -1.49034 -6.23593 0.27542
C -0.16390 -6.45819 0.05136
C 0.70660 -5.36643 -0.14720
C 0.24761 -4.08081 -0.09868
C -1.11332 -3.82174 0.18519
N -1.57130 -2.53234 0.32670
H -4.83406 -3.10042 0.82351
H -4.05079 -5.49078 0.66286
H -2.17965 -7.06031 0.40641
H 0.22390 -7.46711 0.01025
H 1.75600 -5.54102 -0.34352
H 0.92038 -3.26192 -0.28259
N 1.26465 1.83369 2.21180
C 1.19140 2.77606 3.16164
C 0.02352 2.55594 3.85629
C -0.54910 1.43997 3.23929
N 0.21338 1.00285 2.24613
H 1.95309 1.69832 1.48967
H 1.96581 3.51560 3.26809
H -0.35946 3.12242 4.68491
H -1.48580 0.95339 3.44351
O -1.68263 -0.71357 -1.64682
C -0.67207 -1.16389 -2.20416
O 0.40227 -1.29503 -1.52979
H -0.66887 -1.45086 -3.26283
C 1.18242 6.32857 -4.74236
C 0.62054 5.37231 -3.72818
C -0.07964 4.23965 -4.11461
C -0.61566 3.34959 -3.18738
C -1.34776 2.14457 -3.70146
C -0.45725 3.58979 -1.81492
Te -1.43393 2.33159 -0.38687
C 0.26465 4.72883 -1.41065
C 0.52078 5.07887 0.03193
C 0.78493 5.59286 -2.37007
H 0.98200 5.98807 -5.75772
H 2.26361 6.43365 -4.63236
H 0.74912 7.32429 -4.63279
H -0.21704 4.03637 -5.17109
H -1.28527 2.09459 -4.78811
H -2.39800 2.15322 -3.40375
H -0.93359 1.22725 -3.28169
H 0.36300 4.22870 0.69121
H -0.16139 5.86349 0.36846
H 1.53830 5.45578 0.15813
H 1.33803 6.46588 -2.03644
```

Summary:
electronic energy = -66614.7399 eV
relative energy (zero: lowest compared OMol25 entry of this formula, charge and spin) = 80.0 kJ/mol

These are the Mulliken partial charges, in e, on atoms 1 to 6: number 1, Hf, carries 1.65; number 2, O, carries -0.67; number 3, C, carries -0.38; number 4, N, carries 0.54; number 5, C, carries 0.10; number 6, O, carries -0.62

---

[6]
The ion C3H6N with charge +1 at a distorted geometry. Source: the OMol25 dataset; level of theory: the ωB97M-V functional and the def2-TZVPD basis.

Structure (XYZ):
```
10
C3H6N (the ωB97M-V functional and the def2-TZVPD basis)
C 1.24489 -0.43230 -0.14137
N -0.01150 0.25372 0.17807
C -1.44337 -0.19566 0.46225
C -1.05196 0.70738 -0.78461
H 1.04836 -1.08480 -0.93861
H 1.91347 0.27927 -0.40180
H 1.41868 -1.10365 0.65863
H 0.12203 0.93084 0.96115
H -1.84205 -1.03021 0.93589
H -1.39855 1.67541 -0.92959
```

Summary:
electronic energy = -4685.2191 eV
relative energy (zero: lowest compared OMol25 entry of this formula, charge and spin) = 472.5 kJ/mol
net charge = +1

These are the Mulliken partial charges, in e, on atoms 1 to 6: number 1, C, carries -0.78; number 2, N, carries -0.04; number 3, C, carries -0.14; number 4, C, carries -0.16; number 5, H, carries 0.38; number 6, H, carries 0.34